[1]
Formula: C4H6N3
Source: the OMol25 dataset
Level of theory: ωB97M-V/def2-TZVPD

Geometry as XYZ:
```
13
Properties=species:S:1:pos:R:3:forces:R:3:nbo_charge:R:1
H -3.171177 0.025958 -0.451279 0.3298 0.3090 0.6015 0.259
N -0.068066 1.087142 0.106569 2.8535 -0.1616 1.1287 -0.136
H 2.195227 0.706311 0.760179 0.8026 -0.7657 0.8241 0.264
C -1.328478 1.125813 0.329416 -2.0444 -0.3503 -1.2842 0.035
C -2.133649 0.000554 -0.093757 1.1809 -1.2099 -0.0954 0.133
N -1.522655 -1.175353 -0.232209 0.8508 1.1748 0.5758 -0.350
H 2.644795 -0.952589 -0.071707 -0.9730 0.0299 0.7528 0.275
N 0.608127 -0.101184 -0.028458 -5.0524 -1.1876 -0.2445 -0.095
C -0.181110 -1.216243 -0.025863 -0.9116 3.6124 -1.0460 0.331
H -1.796640 2.083193 0.613728 0.5391 -0.4452 -0.2670 0.260
H 0.283691 -2.116650 -0.048298 1.3865 -2.6813 0.2246 0.222
H 2.437153 0.573790 -0.847785 -0.8599 -0.5304 -0.1483 0.266
C 2.032785 -0.040738 -0.010533 1.8982 2.2059 -1.0221 -0.464
```
Positions in Å, forces in eV/Å.

Properties
Total energy   -8706.284 eV
Kohn-Sham gap   9.90 eV
Molar mass   96.113 u
Energy relative to the best compared isomer or geometry (same formula, charge and spin)   51.19 kcal per mole
Structure (SMILES)   C[n+]1cnccn1
Total charge   +1

=====

[2]
Formula: C4H6N3
Source: the OMol25 dataset
Level of theory: ωB97M-V/def2-TZVPD

Geometry as XYZ:
```
13
Properties=species:S:1:pos:R:3:forces:R:3:nbo_charge:R:1
C 0.282501 0.304523 -0.552533 -1.2491 -1.8434 2.0416 -0.025
C 1.398696 0.987314 -0.843896 -4.4473 -2.0445 2.1979 -0.279
H 1.791730 0.952526 -1.761914 1.5439 -0.2323 -3.3941 0.230
C -0.453053 -0.788955 -1.329924 0.9951 2.1836 -2.4304 -0.423
C -0.551765 -0.113125 1.046815 3.6522 3.0487 -4.1184 0.543
H 0.096686 1.275210 2.293414 0.6332 0.3790 0.2411 0.445
N -1.399807 -1.087782 0.720881 -1.3413 -1.3983 0.3723 -0.236
N -0.327417 0.375409 2.214942 -0.3239 -0.5306 -1.1826 -0.635
H -0.787648 -0.527253 -2.462350 -0.2172 -0.1546 2.8807 0.307
H 1.749397 1.633386 -0.158718 1.5612 2.1739 2.1844 0.215
H -0.638235 -0.107222 3.027306 -0.5878 -0.2411 0.8923 0.447
H 0.276641 -1.520990 -1.697705 -0.0392 -0.5970 0.7537 0.314
N -1.437728 -1.383041 -0.496319 -0.1799 -0.7433 -0.4386 0.097
```
Positions in Å, forces in eV/Å.

Properties
Total energy   -8704.242 eV
Kohn-Sham gap   8.25 eV
Molar mass   96.113 u
Energy relative to the best compared isomer or geometry (same formula, charge and spin)   98.29 kcal per mole
Structure (SMILES)   C=C1CN=NC1=[NH2+]
Total charge   +1

=====

[3]
Formula: C4H6N3O2
Source: the OMol25 dataset
Level of theory: ωB97M-V/def2-TZVPD

Geometry as XYZ:
```
15
Properties=species:S:1:pos:R:3:forces:R:3:nbo_charge:R:1
N -1.903895 0.684023 -0.030179 0.5709 -0.6350 -0.3327 -0.629
H -2.836495 0.957531 -0.171823 -1.2530 1.0219 -0.2583 0.464
N -0.186434 -0.764803 0.219518 0.5466 3.3204 -1.0362 -0.180
O -0.692602 2.654844 -0.355780 -0.1331 1.2243 -0.1108 -0.462
H 2.230017 0.153191 0.644096 0.6221 0.2539 0.2491 0.219
C 1.772993 0.782800 -0.100119 -1.4964 -0.8941 -1.6069 -0.415
H -0.005640 -2.817082 0.234791 -1.0353 -0.5414 -0.0234 0.271
O -2.323340 -1.633317 -0.054683 0.0251 1.0798 -0.4540 -0.462
N 0.325349 0.676387 0.156495 -0.1762 -3.6417 0.9080 -0.240
C -1.678133 -0.633888 -0.047289 0.3299 -1.9933 1.4283 0.798
H 2.064268 1.818356 -0.065113 0.1238 0.2473 0.1738 0.279
H 1.646045 -1.880819 0.501335 -3.1271 0.2956 -0.5845 0.262
H 1.902087 0.351526 -1.131713 0.4762 0.5315 0.9204 0.220
C -0.762792 1.514081 -0.108762 0.4570 -1.5761 0.0385 0.788
C 0.448572 -1.862824 0.309233 4.0693 1.3070 0.6885 0.089
```
Positions in Å, forces in eV/Å.

Properties
Total energy   -12801.868 eV
Kohn-Sham gap   9.46 eV
Molar mass   128.111 u
Energy relative to the best compared isomer or geometry (same formula, charge and spin)   65.63 kcal per mole
Structure (SMILES)   C=[N+]1C(=O)NC(=O)N1C
Total charge   +1

=====

[4]
Formula: C4H6N3O2S
Source: the OMol25 dataset
Level of theory: ωB97M-V/def2-TZVPD

Geometry as XYZ:
```
16
Properties=species:S:1:pos:R:3:forces:R:3:nbo_charge:R:1
H -2.191528 0.535884 -0.651444 -1.1919 0.1645 -0.3420 0.245
N -0.385433 -1.099275 -0.573798 -3.8350 1.5750 2.1049 -0.413
C -0.319725 1.481707 0.249516 -2.4567 0.1271 -1.8888 -0.269
C 1.565032 0.075203 -0.072367 -1.0438 0.6621 -0.5915 0.248
O 3.772981 0.360124 0.590485 1.6902 2.1058 1.4627 -0.278
H -1.068088 -1.477793 -1.223264 0.6877 0.5415 -1.2907 0.434
H 1.440109 -1.429995 -1.637434 -1.8673 1.6388 2.3164 0.463
H 1.433077 1.820114 1.255728 1.1328 -0.0428 -0.0268 0.284
H 0.124645 -1.984786 1.498309 2.5651 1.4044 2.5894 0.107
N 0.829333 -0.757858 -0.979956 4.5229 -0.2768 -1.7713 -0.457
H -0.714879 2.485133 0.284316 0.0902 0.5922 0.5664 0.302
C 1.034142 1.200606 0.478977 1.2475 -1.9784 0.5071 -0.243
C -1.224847 0.716880 -0.299522 2.5385 -2.8174 0.4558 0.163
N 2.993599 -0.363222 0.120905 -2.7695 -0.5706 -1.3222 0.536
O 3.164464 -1.469420 -0.299094 0.8456 -1.8205 -0.4832 -0.369
S -0.698252 -2.361952 0.662324 -2.1560 -1.3048 -2.2860 0.246
```
Positions in Å, forces in eV/Å.

Properties
Total energy   -23630.385 eV
Kohn-Sham gap   8.94 eV
Molar mass   160.178 u
Energy relative to the best compared isomer or geometry (same formula, charge and spin)   168.72 kcal per mole
Total charge   +1